Here is a cluster of 8 separate species, C47H38INO32P in total from OMol25. Energies are from ωB97M-V with the def2-TZVPD basis set.

As for the gap between HOMO and LUMO: 4.2 eV. Its charge is -1. Its spin multiplicity is 1.

Atoms and positions in Å:
C (-3.55, 1.34, -5.47)
C (-2.64, 0.16, -5.83)
I (-1.92, 0.29, -7.85)
C (-1.52, 0.05, -4.75)
N (-0.29, -0.59, -5.14)
C (0.78, 0.35, -5.47)
C (1.26, 1.20, -4.26)
O (0.77, 2.36, -4.20)
O (2.05, 0.68, -3.47)
P (2.30, -0.62, -5.99)
O (1.97, -2.10, -5.38)
O (2.29, -0.70, -7.70)
H (-3.31, 2.23, -6.04)
H (-3.41, 1.62, -4.42)
H (-4.61, 1.08, -5.56)
H (-3.28, -0.71, -5.78)
H (-1.37, 1.03, -4.32)
H (-1.96, -0.57, -3.95)
H (-0.42, -1.30, -5.84)
H (0.55, 1.01, -6.31)
H (2.76, -2.65, -5.49)
H (1.41, -0.92, -8.05)
C (7.13, -3.40, -8.22)
C (5.87, -3.12, -7.83)
C (5.49, -3.04, -6.39)
O (4.34, -2.77, -6.12)
C (6.51, -3.30, -5.39)
C (7.76, -3.59, -5.77)
C (8.15, -3.64, -7.22)
O (9.32, -3.88, -7.49)
O (8.74, -3.84, -4.90)
O (4.90, -2.88, -8.70)
H (7.42, -3.45, -9.26)
H (6.22, -3.26, -4.35)
H (9.54, -4.00, -5.44)
H (4.10, -2.68, -8.18)
C (1.06, -1.79, -0.60)
C (-0.19, -1.49, -0.26)
C (-0.58, -1.21, 1.16)
O (-1.73, -0.91, 1.42)
C (0.46, -1.31, 2.18)
C (1.71, -1.61, 1.83)
C (2.10, -1.86, 0.41)
O (3.27, -2.12, 0.18)
O (2.69, -1.71, 2.74)
O (-1.16, -1.41, -1.17)
H (1.34, -1.98, -1.63)
H (0.17, -1.12, 3.20)
H (3.50, -1.94, 2.23)
H (-1.97, -1.17, -0.70)
C (-4.02, -0.39, 4.02)
C (-5.28, -0.08, 4.38)
C (-5.65, 0.19, 5.81)
O (-6.80, 0.48, 6.07)
C (-4.60, 0.10, 6.82)
C (-3.35, -0.21, 6.46)
C (-2.98, -0.46, 5.03)
O (-1.82, -0.72, 4.77)
O (-2.35, -0.32, 7.33)
O (-6.27, 0.00, 3.49)
H (-3.74, -0.59, 2.99)
H (-4.88, 0.28, 7.84)
H (-1.57, -0.56, 6.80)
H (-7.06, 0.25, 4.01)
C (1.62, 2.58, 5.20)
C (2.03, 2.99, 6.41)
C (2.69, 2.06, 7.38)
O (3.05, 2.50, 8.45)
C (2.86, 0.67, 6.99)
C (2.45, 0.25, 5.78)
C (1.81, 1.19, 4.80)
O (1.47, 0.77, 3.71)
O (2.60, -1.01, 5.40)
O (1.87, 4.24, 6.83)
H (1.14, 3.25, 4.50)
H (3.33, 0.01, 7.70)
H (2.24, -1.11, 4.49)
H (2.25, 4.27, 7.73)
C (3.86, 4.16, -6.62)
C (4.93, 4.89, -6.95)
C (5.85, 4.47, -8.06)
O (6.81, 5.19, -8.32)
C (5.57, 3.23, -8.76)
C (4.50, 2.50, -8.43)
C (3.56, 2.94, -7.34)
O (2.60, 2.24, -7.12)
O (4.19, 1.36, -9.03)
O (5.26, 6.02, -6.32)
H (3.18, 4.45, -5.82)
H (6.26, 2.94, -9.55)
H (3.38, 1.02, -8.59)
H (6.07, 6.33, -6.76)
C (-1.79, -5.23, 7.47)
C (-1.43, -6.18, 8.33)
C (-0.98, -5.85, 9.73)
O (-0.68, -6.77, 10.47)
C (-0.94, -4.45, 10.12)
C (-1.30, -3.50, 9.26)
C (-1.77, -3.83, 7.87)
O (-2.09, -2.91, 7.14)
O (-1.28, -2.20, 9.57)
O (-1.43, -7.47, 8.02)
H (-2.12, -5.45, 6.46)
H (-0.60, -4.23, 11.13)
H (-1.60, -1.72, 8.78)
H (-1.13, -7.94, 8.82)
C (-8.42, 3.94, 0.73)
C (-8.06, 2.99, 1.60)
C (-7.62, 3.32, 3.00)
O (-7.32, 2.41, 3.75)
C (-7.57, 4.72, 3.39)
C (-7.94, 5.67, 2.53)
C (-8.40, 5.34, 1.14)
O (-8.74, 6.25, 0.41)
O (-7.92, 6.96, 2.83)
O (-8.05, 1.70, 1.27)
H (-8.74, 3.72, -0.27)
H (-7.24, 4.95, 4.40)
H (-8.23, 7.43, 2.03)
H (-7.74, 1.22, 2.06)



Here is an isolated molecule of C3H7NO from OMol25. Energies are from ωB97M-V with the def2-TZVPD basis set.

As for the gap between HOMO and LUMO: 10.6 eV. Its SMILES is CCC(N)=O. Its charge is 0. Its spin multiplicity is 1.

Atoms and positions in Å:
C (-0.68, -1.76, -0.37)
C (-0.59, -0.28, -0.83)
C (0.31, 0.53, 0.09)
N (-0.34, 1.18, 1.11)
O (1.51, 0.55, -0.05)
H (-1.48, -1.87, 0.34)
H (-0.93, -2.37, -1.25)
H (0.29, -2.12, -0.01)
H (-1.60, 0.11, -0.88)
H (-0.13, -0.24, -1.81)
H (-1.34, 1.26, 1.02)
H (0.11, 1.93, 1.61)



Here is a cluster of 15 separate species, H30O15 in total from OMol25. Energies are from ωB97M-V with the def2-TZVPD basis set.

As for the gap between HOMO and LUMO: 10.6 eV. Its charge is 0. Its spin multiplicity is 1.

Atoms and positions in Å:
O (-0.07, 1.72, -1.20)
H (-0.93, 1.86, -0.90)
H (0.13, 0.84, -1.04)
O (-3.70, -1.47, 2.41)
H (-3.89, -2.43, 2.09)
H (-4.04, -0.65, 1.90)
O (2.58, 3.30, 0.67)
H (2.82, 3.04, -0.24)
H (3.00, 2.94, 1.41)
O (0.24, -2.68, 1.50)
H (-0.59, -2.29, 1.34)
H (-0.20, -3.11, 2.30)
O (-0.24, 0.76, 2.30)
H (-0.54, 1.56, 2.77)
H (0.35, 1.27, 1.67)
O (3.54, 0.66, 0.90)
H (3.33, 1.01, 1.81)
H (3.80, -0.28, 1.12)
O (-0.09, 3.26, 1.73)
H (0.85, 3.47, 1.92)
H (-0.06, 3.31, 0.78)
O (-0.03, -1.79, -1.81)
H (0.12, -2.27, -2.62)
H (0.60, -1.01, -1.82)
O (1.05, -0.04, -4.03)
H (0.95, 0.87, -4.54)
H (1.88, -0.17, -3.50)
O (-2.82, -1.70, -1.70)
H (-2.15, -1.24, -2.11)
H (-3.65, -1.96, -2.08)
O (2.92, -1.55, -1.55)
H (2.67, -2.48, -1.49)
H (3.02, -1.36, -0.60)
O (2.13, 0.94, 3.46)
H (1.70, 0.46, 2.65)
H (1.98, 0.84, 4.30)
O (-2.31, 1.79, 0.47)
H (-2.24, 0.79, 0.85)
H (-2.43, 2.14, 1.37)
O (-1.58, 1.21, -3.34)
H (-0.79, 1.58, -2.95)
H (-1.19, 0.31, -3.60)
O (-2.19, -3.67, 0.07)
H (-2.12, -4.60, -0.07)
H (-1.84, -3.16, -0.59)



Here is a structure of composition C39H56Br31ClF2N3O5P2Si from OMol25. Energies are from ωB97M-V with the def2-TZVPD basis set.

As for the gap between HOMO and LUMO: 6.8 eV. Its charge is +1. Its spin multiplicity is 1.

Atoms and positions in Å:
C (1.79, -0.24, 4.38)
C (1.10, -0.66, 3.45)
C (0.26, -1.40, 2.30)
P (-1.31, -1.67, 3.28)
O (-0.88, -2.14, 4.66)
O (-2.40, -2.77, 2.72)
O (-2.04, -0.17, 3.55)
N (0.37, -0.28, 1.29)
C (-0.41, -0.37, 0.05)
Br (-2.38, -0.11, 0.30)
C (0.00, 0.78, -1.01)
C (-0.96, 0.52, -2.29)
C (1.81, -0.48, 0.95)
N (2.73, 0.44, 0.96)
C (2.60, 1.86, 1.31)
F (1.35, 2.43, 1.23)
F (3.02, 1.98, 2.67)
C (3.66, 2.75, 0.50)
C (3.55, 2.64, -1.08)
Si (3.44, 4.33, -1.99)
C (4.51, 4.34, -3.59)
C (4.04, 5.80, -0.94)
C (1.65, 4.75, -2.57)
C (1.17, 6.19, -2.69)
C (-0.24, 6.47, -3.13)
C (-1.24, 5.37, -3.47)
C (-0.75, 3.96, -3.37)
C (0.66, 3.68, -2.95)
N (1.86, -1.89, 0.70)
P (3.29, -2.59, -0.05)
C (3.56, -2.01, -1.82)
C (2.21, -1.81, -2.66)
C (4.89, -2.22, 0.87)
C (5.80, -3.52, 1.15)
C (1.19, -2.65, 1.85)
C (0.53, -3.95, 1.26)
C (-0.72, -3.76, 0.31)
C (-1.66, -5.05, 0.34)
Cl (-2.87, -4.87, -1.05)
C (2.22, -3.10, 3.00)
C (2.89, -4.53, 2.78)
C (2.16, -5.70, 3.60)
O (2.03, -5.59, 4.80)
O (1.66, -6.86, 2.94)
H (2.47, 0.11, 5.20)
H (-2.69, -3.28, 3.52)
H (-1.46, 0.34, 4.17)
H (-0.31, -1.32, -0.55)
H (1.05, 0.64, -1.39)
H (-0.24, 1.82, -0.65)
H (-1.28, -0.56, -2.37)
H (-0.41, 0.83, -3.25)
H (-1.87, 1.20, -2.25)
H (3.69, 0.13, 0.71)
H (4.67, 2.30, 0.79)
H (3.65, 3.80, 0.91)
H (2.68, 2.01, -1.45)
H (4.50, 2.14, -1.47)
H (4.41, 3.38, -4.17)
H (4.16, 5.18, -4.28)
H (5.60, 4.54, -3.35)
H (5.17, 5.72, -0.85)
H (3.52, 5.81, 0.07)
H (3.71, 6.75, -1.47)
H (1.81, 7.08, -2.47)
H (-0.62, 7.56, -3.24)
H (-2.30, 5.58, -3.77)
H (-1.49, 3.14, -3.62)
H (1.03, 2.62, -2.89)
H (4.24, -2.78, -2.30)
H (4.14, -1.04, -1.78)
H (1.88, -2.83, -3.02)
H (2.45, -1.09, -3.50)
H (1.43, -1.38, -1.97)
H (5.52, -1.56, 0.17)
H (4.76, -1.58, 1.81)
H (5.52, -4.34, 0.43)
H (5.83, -3.82, 2.23)
H (6.88, -3.23, 0.89)
H (1.28, -4.53, 0.63)
H (0.17, -4.57, 2.15)
H (-0.32, -3.73, -0.76)
H (-1.31, -2.81, 0.44)
H (-2.17, -5.19, 1.33)
H (-1.00, -5.92, 0.04)
H (3.10, -2.37, 3.05)
H (1.69, -3.19, 4.00)
H (3.92, -4.46, 3.28)
H (3.10, -4.82, 1.72)
H (1.09, -6.48, 2.22)
C (7.33, 3.03, 2.92)
Br (6.55, 1.27, 2.71)
Br (6.30, 4.39, 1.98)
Br (7.59, 3.49, 4.78)
H (8.31, 3.00, 2.45)
C (-5.10, -2.98, -3.88)
Br (-3.90, -2.20, -2.58)
Br (-5.89, -4.62, -3.23)
Br (-6.45, -1.72, -4.47)
H (-4.51, -3.24, -4.75)
C (-8.07, -0.63, -0.57)
Br (-6.31, -1.08, 0.08)
Br (-9.43, -0.97, 0.77)
Br (-8.15, 1.18, -1.23)
H (-8.28, -1.29, -1.41)
C (-2.46, 9.49, -5.61)
Br (-2.18, 8.04, -4.35)
Br (-4.24, 10.24, -5.47)
Br (-1.09, 10.84, -5.47)
H (-2.38, 9.05, -6.61)
C (7.29, -2.26, -3.94)
Br (6.58, -4.04, -4.14)
Br (6.20, -0.94, -4.85)
Br (7.57, -1.80, -2.08)
H (8.27, -2.24, -4.42)
C (4.02, -2.56, 7.41)
Br (3.86, -1.34, 8.90)
Br (3.30, -1.80, 5.78)
Br (5.84, -3.18, 7.17)
H (3.42, -3.43, 7.65)
C (-7.23, 0.21, 4.05)
Br (-7.30, 2.12, 4.41)
Br (-5.41, -0.45, 4.04)
Br (-8.36, -0.79, 5.26)
H (-7.63, 0.06, 3.05)
C (-11.56, 0.43, -4.23)
Br (-11.63, 2.33, -3.87)
Br (-9.74, -0.24, -4.25)
Br (-12.67, -0.58, -3.01)
H (-11.96, 0.27, -5.23)
C (-0.70, 2.84, 6.30)
Br (-0.03, 4.64, 6.54)
Br (-2.43, 2.82, 5.45)
Br (0.58, 1.72, 5.35)
H (-0.82, 2.41, 7.29)
C (-12.68, -4.56, -4.01)
Br (-13.50, -6.30, -3.88)
Br (-11.33, -4.29, -2.65)
Br (-11.98, -4.22, -5.78)
H (-13.46, -3.82, -3.83)



HOMO (computed, eV): -4.71, -9.75, -10.59, -10.72
LUMO level (computed, eV): -0.55, 0.89, 0.02, -3.89
Electronic energy (computed, Ha): -4915.3682, -248.5217, -1146.4518, -83486.1144